Formula: C7H11ClNO
Source: OMol25
Level of theory: ωB97M-V with the def2-TZVPD basis set

Values from the calculation:
DFT total energy: -863.15505 hartree
orbital gap: 9.3 eV
HOMO: -12.6 eV

The geometry in ORCA input format:
```
! wB97M-V def2-TZVPD RIJCOSX def2/J DEFGRID3
* xyz 1 1
C 0.90825 1.77689 1.07168
C 1.52932 2.79357 0.33319
C 0.58280 0.82109 0.01350
C 1.01045 1.33150 -1.17421
C -1.75678 -0.30576 -0.40397
C -0.54562 -1.42259 1.50626
C -0.50595 -0.78491 0.12909
N 0.18228 -1.69167 -0.89756
O 1.61954 2.49161 -0.96248
Cl 0.96316 0.63935 -2.75346
H 0.80708 1.73901 2.19698
H 1.99609 3.70912 0.67013
H -2.55074 -1.15051 -0.67249
H -2.25332 0.47562 0.19513
H -1.59515 0.03574 -1.34817
H -0.09418 -0.88720 2.31578
H -1.50839 -1.73606 1.83770
H 0.11838 -2.33164 1.61183
H 0.30955 -0.97355 -1.82822
H -0.36684 -2.52682 -1.33642
H 1.15008 -2.00278 -0.50429
*
```

Atom charges from the Löwdin analysis, given in e for atoms 1 to 5: 0.009, -0.089, -0.059, -0.692, -0.076

Formula: C38H37F5GaN4O2S
Source: OMol25
Level of theory: ωB97M-V with the def2-TZVPD basis set

Values from the calculation:
DFT total energy: -4662.11660 hartree
orbital gap: 5.1 eV
HOMO: -4.0 eV

The geometry in ORCA input format:
```
! wB97M-V def2-TZVPD RIJCOSX def2/J DEFGRID3
* xyz -1 1
Ga -0.42053 -0.22602 0.83073
C 4.65535 1.40286 1.40952
C 3.42433 1.48668 0.50660
C 3.42499 2.79509 -0.26529
C 3.34326 0.26278 -0.38218
C 4.26424 0.08071 -1.40288
C 4.24308 -1.06032 -2.18906
C 3.30272 -2.04301 -1.95501
C 2.37200 -1.90761 -0.93492
C 1.36156 -3.00554 -0.69041
C 2.05642 -4.28911 -0.22854
C 0.47719 -3.25750 -1.89780
C 2.40486 -0.74479 -0.18033
N 1.44656 -0.57544 0.86745
C 2.02014 -0.85232 2.07918
O 3.14873 -1.25820 2.27949
C 1.12955 -0.52998 3.23214
C 1.46042 -0.60454 4.57598
C 0.49309 -0.20470 5.49328
C -0.74442 0.24337 5.06850
C -0.99848 0.25558 3.70322
N -0.06785 -0.12471 2.84355
C -2.26360 0.69492 3.04170
O -3.15121 1.17047 3.74523
N -2.22424 0.52517 1.72430
C -3.43768 0.60159 1.03890
C -4.49351 -0.30946 1.33314
C -5.66849 -0.19127 0.65018
C -5.80310 0.79339 -0.32795
C -4.72263 1.52803 -0.71559
C -3.43784 1.31313 -0.14860
C -2.51445 2.54867 -0.22056
C -2.28531 3.06604 -1.62807
C -3.04468 3.64655 0.69693
C -4.27158 -1.45352 2.30795
C -3.40981 -2.51492 1.63009
C -5.54784 -2.08565 2.85271
H 4.66665 2.23558 2.11170
H 5.56682 1.46067 0.81494
H 4.67829 0.47451 1.96737
H 2.53129 1.49303 1.15864
H 4.34925 2.92038 -0.82206
H 3.34949 3.63294 0.42581
H 2.60422 2.83214 -0.97097
H 4.99757 0.84755 -1.59543
H 4.95273 -1.16975 -2.99527
H 3.28282 -2.92655 -2.57523
H 0.69939 -2.68172 0.13593
H 2.67183 -4.69712 -1.02729
H 1.31970 -5.04443 0.04088
H 2.70242 -4.10888 0.62920
H 1.05465 -3.64893 -2.73164
H -0.00063 -2.34267 -2.23614
H -0.28918 -3.98961 -1.64807
H 2.43898 -0.95154 4.85786
H 0.71548 -0.23816 6.54932
H -1.51406 0.58030 5.74384
H -6.50463 -0.83207 0.86457
H -6.76809 0.95775 -0.78392
H -4.80952 2.25476 -1.50389
H -1.53104 2.22685 0.17857
H -3.21025 3.40838 -2.08500
H -1.82425 2.32232 -2.26688
H -1.61516 3.92140 -1.59208
H -3.98264 4.04401 0.31853
H -2.32895 4.46622 0.74505
H -3.22198 3.27483 1.69921
H -3.73065 -1.06344 3.17853
H -3.89929 -2.88799 0.73196
H -3.22920 -3.35439 2.29685
H -2.44027 -2.10678 1.32416
H -6.09433 -2.63001 2.08396
H -6.21431 -1.33896 3.27348
H -5.30401 -2.80176 3.63765
F 4.71273 0.83093 -6.73491
C 3.77607 0.85672 -5.75911
C 3.47289 2.04227 -5.09621
F 4.12562 3.17541 -5.42958
C 2.51352 2.05883 -4.09883
F 2.29716 3.25261 -3.50547
C 1.80405 0.92574 -3.68770
S 0.63242 0.92210 -2.40400
C 2.12701 -0.24660 -4.39978
F 1.51970 -1.41437 -4.11402
C 3.08040 -0.29888 -5.40012
F 3.34842 -1.46440 -6.02380
N -2.50096 0.08167 -1.16070
C -1.49943 -0.43727 -0.86346
*
```

Atom charges from the Löwdin analysis, given in e for atoms 1 to 5: 0.691, -0.060, -0.366, -0.064, -0.154

Formula: C15H22INO5S
Source: OMol25
Level of theory: ωB97M-V with the def2-TZVPD basis set

Values from the calculation:
DFT total energy: -1711.52017 hartree
orbital gap: 8.5 eV
HOMO: -8.6 eV

The geometry in ORCA input format:
```
! wB97M-V def2-TZVPD RIJCOSX def2/J DEFGRID3
* xyz 0 1
C 2.75980 -4.11999 0.92377
C 2.26731 -3.90628 -0.31981
C 0.87864 -3.45073 -0.69862
C -0.08466 -3.14644 0.44976
S 0.47026 -1.66222 1.36267
C -0.46920 -4.36964 1.29455
C -1.68138 -4.98488 0.52610
I -3.14697 -5.68761 1.94105
N -2.17937 -4.01075 -0.42745
C -1.48578 -2.78745 -0.11847
O -1.98382 -1.71138 -0.22003
H 2.33070 -4.86607 1.58661
H 3.60301 -3.56475 1.32419
H 2.91989 -4.06560 -1.17910
H 1.01291 -2.57176 -1.33317
H 0.38674 -4.20308 -1.33555
H 0.40175 -2.05191 2.64044
H -0.66920 -4.09681 2.32417
H 0.28507 -5.14978 1.24110
H -1.35995 -5.87726 0.00073
H -1.91575 -4.32689 -1.35419
O -0.52468 4.15406 1.06549
C -1.29764 3.24707 1.19254
O -1.01310 2.15287 1.92776
C -2.07230 1.18126 1.80827
C -3.29982 1.98032 1.38953
C -2.67115 3.10064 0.56330
H -1.78151 0.44195 1.06199
H -2.19801 0.68044 2.76531
H -4.03196 1.38228 0.85166
H -3.78886 2.40269 2.26876
H -2.54048 2.81756 -0.48287
H -3.21630 4.03852 0.62262
O 2.81007 5.00613 -4.44978
C 2.43112 4.71114 -3.35483
O 1.30640 3.98569 -3.14592
C 1.03908 3.87428 -1.73472
C 2.37893 4.10945 -1.05305
C 3.05160 5.08232 -2.01895
H 0.30046 4.62721 -1.45784
H 0.62740 2.88802 -1.53331
H 2.27403 4.47880 -0.03593
H 2.94620 3.17785 -1.01779
H 2.79918 6.12132 -1.80099
H 4.13133 4.96937 -2.06004
*
```

Atom charges from the Löwdin analysis, given in e for atoms 1 to 5: -0.014, -0.165, -0.197, -0.668, 0.859

Formula: C20H20ClHfN2O3PS2
Source: OMol25
Level of theory: ωB97M-V with the def2-TZVPD basis set

Values from the calculation:
DFT total energy: -2755.28787 hartree
orbital gap (alpha / beta): 7.2 / 6.2 eV
HOMO (alpha / beta): -11.3 / -11.3 eV

The geometry in ORCA input format:
```
! wB97M-V def2-TZVPD RIJCOSX def2/J DEFGRID3
* xyz 1 2
Hf 0.06001 0.00894 0.13995
Cl -1.65970 -1.90181 7.16903
C -1.03000 -1.61860 5.58409
C 0.32457 -1.87971 5.32731
C 0.86862 -1.66462 4.08350
C 0.06021 -1.17064 3.05424
O 0.54313 -0.92268 1.86036
C -1.30712 -0.92563 3.29941
C -2.20127 -0.50234 2.28268
N -1.97186 -0.29870 1.01016
C -3.09426 0.05492 0.17357
C -4.40997 0.08265 0.55320
C -5.42426 0.41305 -0.37228
C -5.12763 0.68791 -1.67372
C -3.78326 0.64344 -2.10743
C -3.38957 0.87368 -3.44467
C -2.07318 0.77915 -3.80041
C -1.12713 0.47091 -2.81360
N -1.46353 0.27382 -1.55142
C -2.77331 0.33778 -1.17857
C -1.84157 -1.14930 4.58953
H 0.94358 -2.25450 6.13154
H 1.91336 -1.85772 3.88632
H -3.21227 -0.33855 2.64277
H -4.71763 -0.15874 1.55932
H -6.45038 0.43066 -0.03282
H -5.90539 0.92750 -2.38646
H -4.14547 1.11395 -4.18200
H -1.74461 0.93416 -4.81727
H -0.07250 0.37718 -3.04359
H -2.88833 -0.95566 4.78471
C 5.38701 -2.13592 -1.17921
C 5.28540 -0.67116 -1.52537
O 3.92039 -0.28988 -1.86355
P 2.83080 -0.26473 -0.68631
S 0.10816 2.31501 1.00074
S 1.40341 -1.69943 -1.19379
O 1.78091 0.97659 -1.21897
C 2.29021 2.35122 -1.18711
C 2.86005 2.72092 -2.53357
H 6.43319 -2.39567 -1.01224
H 5.00636 -2.75280 -1.99254
H 4.83631 -2.38002 -0.26881
H 5.85452 -0.43726 -2.42195
H 5.63326 -0.02734 -0.71489
H 3.02726 2.42202 -0.38355
H 1.44187 2.98471 -0.92735
H 3.70915 2.09121 -2.79015
H 3.18815 3.76078 -2.51600
H 2.10431 2.62125 -3.31283
*
```

Atom charges from the Löwdin analysis, given in e for atoms 1 to 5: 1.113, 0.705, -0.657, -0.053, 0.028